11
Properties=species:S:1:pos:R:3:forces:R:3 method="wB97M-V/def2-TZVPD" relative_energy_ev=1.845 total_energy_ev=-30069.024 homo_lumo_gap_ev="8.34 / 8.34"
C -0.928 0.884 1.703 -0.89 0.04 2.53
C 0.558 0.334 -0.221 -0.50 0.37 1.22
C -0.738 0.894 0.341 -0.17 0.84 -3.21
N -1.112 0.851 2.847 0.22 0.01 -0.82
O -3.084 1.977 -0.093 0.46 0.03 -0.34
S -1.833 1.552 -0.736 0.38 -0.76 1.64
Cl -2.314 -2.583 -0.469 -0.58 -1.00 -1.60
H 0.363 -0.419 -0.955 0.22 0.42 -1.47
H 1.359 1.080 -0.262 -0.30 -0.18 -0.98
H 0.904 -0.310 0.536 0.60 -0.81 1.38
H -1.922 -1.942 0.499 0.58 1.03 1.64

72
Properties=species:S:1:pos:R:3:forces:R:3 method="wB97M-V/def2-TZVPD" smiles="NC(N)=O.NC(N)=O.NC(N)=O.NC(N)=O.NC(N)=O.NC(N)=O.NC(N)=O.NC(N)=O.NC(N)=O" relative_energy_ev=8.838 total_energy_ev=-55168.296 homo_lumo_gap_ev=8.97
N 3.971 1.927 5.846 3.93 -0.52 3.85
C 2.926 2.189 5.143 -1.19 -0.43 -2.76
N 2.809 1.295 4.128 -1.19 -0.52 -1.49
O 2.207 3.140 5.257 -1.39 1.22 0.65
H 4.046 2.338 6.766 0.20 0.07 -0.32
H 4.638 1.211 5.595 -0.34 0.22 0.20
H 3.339 0.439 4.058 -0.38 0.31 0.04
H 1.992 1.452 3.555 0.33 -0.33 -0.19
N 0.762 -6.902 0.378 -1.20 -3.50 0.60
C 1.053 -5.666 0.034 -2.34 0.56 -0.60
N 2.271 -5.353 0.352 3.82 1.88 0.82
O 0.228 -4.921 -0.462 -0.18 0.84 -0.60
H -0.011 -7.362 -0.080 0.08 0.18 0.33
H 1.375 -7.456 0.960 -0.22 0.03 -0.36
H 2.565 -4.396 0.219 0.11 -0.33 0.06
H 2.927 -6.052 0.669 -0.06 0.46 -0.19
N 5.634 2.545 -6.062 -1.44 -0.46 2.26
C 6.283 3.033 -7.088 -4.48 2.26 -2.26
N 7.421 2.551 -7.333 6.11 -2.10 -0.52
O 5.791 3.792 -7.923 -0.84 0.89 0.26
H 6.062 1.805 -5.523 -0.74 0.19 0.07
H 4.661 2.815 -6.027 0.12 -0.42 0.47
H 7.918 2.127 -6.562 0.56 0.11 -0.52
H 7.870 3.108 -8.046 0.63 -0.47 0.20
N -1.350 -5.369 4.381 -0.08 -2.99 -1.81
C -1.418 -4.214 4.991 -2.46 -2.33 2.92
N -0.660 -3.303 4.576 4.40 4.93 -3.03
O -2.104 -4.077 5.970 -1.77 0.39 2.16
H -1.971 -6.071 4.759 0.29 -0.04 -0.46
H -0.702 -5.544 3.627 -0.42 -0.30 0.22
H -0.446 -2.515 5.170 -0.19 -0.18 -0.37
H -0.171 -3.461 3.707 0.21 0.57 0.32
N 0.998 2.131 -8.701 -0.22 -1.53 -3.89
C 0.527 2.700 -7.616 6.08 -3.13 3.54
N -0.142 3.740 -7.864 -4.60 5.75 -0.45
O 1.057 2.393 -6.534 -1.47 0.16 0.45
H 1.758 1.468 -8.747 -0.42 0.28 0.40
H 0.719 2.646 -9.524 0.71 -0.85 -0.43
H -0.455 3.987 -8.792 0.10 -0.16 0.29
H -0.219 4.489 -7.191 -0.10 -0.52 0.15
N -4.443 2.272 3.754 -1.74 1.81 -1.67
C -4.498 0.974 4.108 1.11 1.30 -0.23
N -3.487 0.794 4.913 3.13 -1.39 3.19
O -5.204 0.105 3.722 -2.30 -1.67 -1.40
H -3.829 2.908 4.243 -0.47 0.02 -0.62
H -5.040 2.564 2.994 0.18 0.35 0.40
H -3.286 -0.113 5.310 -0.17 0.30 0.05
H -3.015 1.619 5.252 0.25 -0.81 0.23
N 0.384 6.067 -0.503 3.57 0.57 -0.14
C -0.858 6.404 -0.126 2.16 2.74 -3.70
N -1.510 5.368 0.116 -4.17 -6.45 2.79
O -1.339 7.463 -0.407 -0.90 3.15 0.69
H 1.039 6.821 -0.648 -0.13 -0.29 0.00
H 0.751 5.128 -0.445 -0.01 0.35 0.12
H -0.960 4.530 0.236 -0.90 -0.26 0.19
H -2.515 5.360 0.216 0.41 0.05 0.03
N 0.839 -0.081 -1.546 4.54 0.62 -5.87
C 0.272 0.486 -0.537 1.08 1.61 0.56
N -0.475 -0.430 -0.090 -5.81 -4.81 5.41
O 0.455 1.580 -0.062 0.23 1.71 0.19
H 1.347 0.556 -2.144 0.14 -0.37 -0.25
H 0.580 -0.971 -1.947 -0.04 0.54 0.13
H -0.362 -1.393 -0.371 -0.11 0.34 -0.01
H -0.859 -0.377 0.843 -0.10 0.39 -0.14
N -5.085 -4.064 1.219 6.24 4.01 -2.43
C -5.977 -4.913 1.598 -1.34 0.07 -2.77
N -6.753 -4.255 2.363 -4.67 1.97 5.34
O -6.306 -5.892 1.025 -0.09 -4.76 -1.16
H -5.368 -3.100 1.317 0.54 -0.22 -0.02
H -4.501 -4.147 0.399 -0.16 -0.85 0.24
H -6.452 -3.342 2.672 -0.77 -0.40 0.49
H -7.703 -4.582 2.462 0.30 0.23 0.35

69
Properties=species:S:1:pos:R:3:forces:R:3 method="wB97M-V/def2-TZVPD" total_charge=+1 total_energy_ev=-81492.238 homo_lumo_gap_ev=7.22
Au 0.214 1.035 0.756 -0.08 0.56 0.39
S -2.103 0.617 0.962 -0.07 0.06 -0.06
P -1.572 0.218 2.915 0.02 -0.14 0.10
C 0.089 0.321 2.649 -0.02 -0.23 -0.23
P 1.701 0.313 3.142 0.08 -0.11 0.13
S 2.524 1.002 1.386 0.03 0.06 -0.05
C 2.340 -1.307 3.587 -0.04 -0.01 -0.05
C 3.612 -1.710 3.196 0.02 0.04 0.10
C 4.073 -2.968 3.555 0.02 0.02 -0.01
C 3.265 -3.820 4.294 -0.01 -0.02 0.01
C 1.989 -3.424 4.672 0.00 0.00 0.01
C 1.521 -2.170 4.315 0.00 -0.02 -0.09
C 2.036 1.412 4.531 0.13 -0.02 -0.02
C 1.848 0.948 5.833 0.02 0.03 -0.03
C 1.971 1.822 6.901 -0.01 -0.01 0.00
C 2.298 3.152 6.676 0.00 0.01 0.02
C 2.504 3.612 5.383 0.01 0.01 -0.03
C 2.370 2.746 4.308 -0.04 -0.01 0.01
C -2.133 -1.392 3.489 -0.02 0.05 0.03
C -2.455 -1.609 4.829 0.06 -0.02 -0.02
C -2.743 -2.893 5.268 0.00 0.01 0.01
C -2.712 -3.954 4.376 0.00 -0.02 0.00
C -2.385 -3.741 3.042 0.01 0.00 -0.02
C -2.091 -2.463 2.598 -0.03 0.01 0.00
C -2.254 1.441 4.039 -0.13 0.00 -0.07
C -1.460 2.494 4.478 0.01 -0.03 0.05
C -2.008 3.480 5.285 0.01 0.01 0.01
C -3.348 3.422 5.638 -0.01 0.00 0.01
C -4.149 2.380 5.185 0.00 0.00 0.00
C -3.606 1.389 4.386 0.04 0.03 -0.02
H 4.237 -1.051 2.606 0.00 0.00 0.00
H 5.061 -3.286 3.250 -0.01 0.00 0.00
H 3.628 -4.802 4.567 0.00 0.01 0.00
H 1.353 -4.097 5.232 0.00 0.00 0.00
H 0.508 -1.880 4.573 -0.01 0.00 0.01
H 1.614 -0.093 6.017 0.00 -0.01 0.01
H 1.822 1.463 7.910 0.00 0.00 0.00
H 2.405 3.830 7.513 0.00 0.00 0.00
H 2.779 4.645 5.211 -0.01 -0.01 0.00
H 2.527 3.098 3.296 0.00 0.00 0.01
H -2.472 -0.784 5.530 -0.02 0.00 0.00
H -2.997 -3.063 6.307 0.00 0.00 -0.01
H -2.946 -4.954 4.719 0.00 0.00 0.00
H -2.360 -4.571 2.349 0.00 0.00 0.00
H -1.831 -2.289 1.561 0.00 0.00 0.00
H -0.417 2.537 4.192 0.01 0.00 0.00
H -1.388 4.295 5.635 0.00 -0.01 0.00
H -3.774 4.194 6.266 0.00 0.00 0.00
H -5.196 2.344 5.453 0.01 0.00 0.00
H -4.234 0.582 4.027 0.00 0.00 0.01
C 1.985 5.073 -3.991 0.00 0.05 0.00
C 2.487 5.801 -2.746 -0.02 -0.03 -0.04
C 3.815 5.229 -2.250 -0.03 -0.01 0.01
C 1.409 5.900 -1.666 0.02 0.01 -0.03
N 0.763 4.626 -1.322 -0.01 0.02 0.02
C 1.260 3.428 -1.043 0.03 -0.10 -0.06
N 0.252 2.626 -0.768 -0.01 -0.03 0.02
N -0.875 3.371 -0.867 0.03 -0.01 -0.04
N -0.576 4.562 -1.197 0.01 -0.10 -0.14
H 2.738 5.108 -4.777 -0.01 0.00 0.00
H 1.071 5.526 -4.379 0.00 -0.01 0.00
H 1.779 4.021 -3.786 0.01 -0.01 0.00
H 2.665 6.845 -3.021 0.02 0.02 0.03
H 3.795 4.139 -2.181 0.00 0.00 0.00
H 4.094 5.633 -1.274 0.00 0.01 -0.02
H 4.612 5.477 -2.950 0.00 -0.01 0.00
H 0.593 6.532 -2.009 -0.04 -0.02 0.03
H 1.808 6.329 -0.745 0.02 -0.01 -0.02
H 2.301 3.162 -1.044 -0.01 0.01 0.05